1.
C5H6N as an isolated structure at a distorted geometry, computed with wB97M-V/def2-TZVPD.

Results
* HOMO level: -16.410 eV
* spin multiplicity: 1
* E_tot: -248.36882 hartree
* energy relative to the best compared isomer or geometry (same formula, charge and spin): 648.2 kJ/mol
* net charge: +1
* Kohn-Sham gap: 9.568 eV
* LUMO level: -6.84 eV

Geometry (Å):
C 1.7841 -0.4882 -0.0608
C -1.0368 0.6453 -0.3068
C -0.8656 -1.0188 -0.0232
C 0.2787 0.8257 0.3606
C 0.4343 -0.6579 0.5186
N 1.4879 0.7171 -0.4048
H 2.6546 -1.0463 -0.3005
H -0.8858 0.9151 -1.3825
H -1.9428 1.3633 0.0111
H -1.5593 -1.0623 0.8108
H -0.8269 -1.8119 -0.7997
H 0.4775 1.6188 1.5772



2.
A 2-piece molecular cluster, C5H6N overall at a distorted geometry, computed with wB97M-V/def2-TZVPD.

Results
* HOMO level: -15.672 eV
* spin multiplicity: 1
* E_tot: -248.43125 hartree
* energy relative to the best compared isomer or geometry (same formula, charge and spin): 484.3 kJ/mol
* net charge: +1
* Kohn-Sham gap: 7.712 eV
* LUMO level: -7.96 eV

Geometry (Å):
C -0.5421 -0.8090 0.5025
C -1.9191 0.9227 -0.0705
C 0.0638 0.1535 -0.4119
C -1.6914 -0.2183 0.8659
C 1.4509 0.2596 -0.7361
N -0.8763 1.0840 -0.7986
H -0.0476 -1.6582 0.9311
H -2.8262 1.4896 -0.1973
H -2.6057 -0.7920 2.0617
H 1.7005 1.1943 -1.2342
H 1.7156 -0.5988 -1.3778
H 2.0890 0.0787 0.1412



3.
C5H6N as an isolated structure at a distorted geometry, computed with wB97M-V/def2-TZVPD.

Results
* HOMO level: -15.082 eV
* spin multiplicity: 1
* E_tot: -248.39881 hartree
* energy relative to the best compared isomer or geometry (same formula, charge and spin): 569.4 kJ/mol
* net charge: +1
* Kohn-Sham gap: 8.929 eV
* LUMO level: -6.15 eV

Geometry (Å):
C 1.6293 0.3368 -0.1629
C 0.5703 1.0085 -0.0383
C 0.7658 -0.9039 0.3224
C -1.4761 -0.0789 -0.4863
C -0.7919 0.9796 0.3552
N -0.6465 -0.5062 0.6010
H 2.6468 0.4230 -0.3969
H 0.8089 -1.5177 -0.5791
H 1.3456 -1.2366 1.2331
H -2.5481 -0.0152 -0.3874
H -1.0876 -0.0739 -1.4831
H -1.2164 1.5846 1.0223



4.
An isolated ion of composition C5H6N and charge +1 at a distorted geometry, computed with wB97M-V/def2-TZVPD.

Results
* SMILES string: C1=C[C@H]2C[N+]2=C1
* HOMO level: -15.571 eV
* spin multiplicity: 1
* E_tot: -248.46802 hartree
* energy relative to the best compared isomer or geometry (same formula, charge and spin): 387.7 kJ/mol
* net charge: +1
* Kohn-Sham gap: 9.384 eV
* LUMO level: -6.19 eV

Geometry (Å):
C 1.3032 -0.9393 -0.1847
C 0.8933 -0.4314 1.0365
C -0.6816 0.1011 0.7378
C -1.1144 1.1947 -0.2031
N -0.6571 -0.0522 -0.6216
C 0.3993 -0.5429 -1.2148
H 2.3031 -1.2263 -0.3502
H 1.3653 -0.4923 2.1336
H -1.5051 -0.2348 1.2969
H -2.1309 1.3889 -0.0911
H -0.4692 1.9838 -0.2751
H 0.2942 -0.7493 -2.2643



5.
An isolated ion of composition C5H6N and charge +1 at a distorted geometry, computed with wB97M-V/def2-TZVPD.

Results
* HOMO level (alpha / beta): -14.259 / -14.259 eV
* spin multiplicity: 1
* E_tot: -248.44053 hartree
* energy relative to the best compared isomer or geometry (same formula, charge and spin): 459.9 kJ/mol
* net charge: +1
* Kohn-Sham gap (alpha / beta): 7.087 / 7.088 eV
* LUMO level (alpha / beta): -7.17 / -7.17 eV

Geometry (Å):
C 0.4641 -0.0037 -1.2569
C 0.0923 -0.1816 0.0429
C 0.1392 0.9835 2.1399
C 0.4964 0.1671 -2.5142
C -0.6396 -1.3328 0.3967
N 0.5313 0.7331 0.9871
H 0.6001 1.7251 2.7634
H -0.7813 0.6015 2.5439
H -0.3694 0.7984 -3.0401
H 1.3057 -0.0985 -3.2408
H -0.9797 -1.2204 1.4523
H -0.8592 -2.1717 -0.2742



6.
C5H6N as an isolated structure at a distorted geometry, computed with wB97M-V/def2-TZVPD.

Results
* HOMO level: -15.653 eV
* spin multiplicity: 1
* E_tot: -248.41681 hartree
* energy relative to the best compared isomer or geometry (same formula, charge and spin): 522.2 kJ/mol
* net charge: +1
* Kohn-Sham gap: 9.210 eV
* LUMO level: -6.44 eV

Geometry (Å):
C 1.5553 -0.8546 0.0621
C 0.3097 0.8821 -0.0544
C -0.7024 0.0977 -0.0468
C 1.8149 0.6156 -0.0100
C -2.1657 -0.0665 0.0385
N 0.2590 -0.9690 0.0083
H 2.0707 -1.8114 0.0522
H 2.2541 1.2837 0.8136
H 2.1957 0.9184 -0.9310
H -2.3239 -0.5467 0.9157
H -2.7382 -0.4763 -0.9063
H -2.5292 0.9271 0.0583



7.
A 2-piece molecular cluster, C5H6N overall at a distorted geometry, computed with wB97M-V/def2-TZVPD.

Results
* HOMO level: -13.870 eV
* spin multiplicity: 1
* E_tot: -248.26565 hartree
* energy relative to the best compared isomer or geometry (same formula, charge and spin): 919.0 kJ/mol
* net charge: +1
* Kohn-Sham gap: 8.435 eV
* LUMO level: -5.44 eV

Geometry (Å):
C 1.0492 -0.1976 0.5891
C -0.9575 0.0417 -0.0091
C -2.5804 -0.1209 0.4178
C -1.8990 1.0699 0.0607
C 2.1659 0.1545 -0.3169
N -1.7651 -0.9927 -0.3272
H -3.4108 -0.2879 1.0928
H -1.8046 2.0757 0.2229
H 1.8500 0.6383 -1.2014
H 2.9206 0.4747 0.3403
H 2.4832 -0.9233 -0.4488
H -1.5136 -2.0529 -0.0300



8.
An isolated ion of composition C5H6N and charge +1 at a distorted geometry, computed with wB97M-V/def2-TZVPD.

Results
* HOMO level (alpha / beta): -13.268 / -15.041 eV
* spin multiplicity: 3
* E_tot: -248.31855 hartree
* energy relative to the best compared isomer or geometry (same formula, charge and spin): 369.2 kJ/mol
* net charge: +1
* Kohn-Sham gap (alpha / beta): 9.687 / 8.320 eV
* expectation value of S²: 2.006
* LUMO level (alpha / beta): -3.58 / -6.72 eV

Geometry (Å):
C 1.7732 0.0713 -0.2514
C 1.2529 1.1956 -0.0313
C 1.0403 -1.2073 0.0184
C -0.1762 1.1612 0.3618
C -0.4982 -0.3498 0.5021
N -1.0186 0.5669 -0.6273
H 0.8821 -1.6287 -0.8762
H 1.3091 -1.9578 0.8684
H -0.5687 1.9306 1.0219
H -1.3420 -0.8505 1.2087
H -2.0690 0.6396 -0.6862
H -0.5849 0.4290 -1.5088



9.
One molecule with the formula C5H6N2 at a distorted geometry, computed with wB97M-V/def2-TZVPD.

Results
* HOMO level: -7.806 eV
* spin multiplicity: 1
* E_tot: -303.44920 hartree
* energy relative to the best compared isomer or geometry (same formula, charge and spin): 490.6 kJ/mol
* Kohn-Sham gap: 8.527 eV
* LUMO level: 0.72 eV

Geometry (Å):
C -1.3880 -0.9656 1.3765
C 0.2309 -0.1804 -0.1432
C 1.1774 0.0368 -1.2793
C 0.6123 1.2276 -0.6851
C -0.3674 -1.1933 0.4217
N -1.5626 0.2590 1.5169
N -1.4531 1.2940 1.0392
H -1.6176 -1.7460 1.9733
H 2.1709 -0.0813 -1.0657
H 0.9268 -0.2159 -2.3046
H 1.3273 1.7804 -0.0238
H -0.1464 1.9546 -1.1667
H 0.0896 -2.1697 0.3408